No. 1
ORCA calculation (ωB97M-V/def2-TZVPD) on a single C3H8N2OS molecule at a distorted geometry.

```
15
Properties=species:S:1:pos:R:3:nbo_charge:R:1
H -0.98503 2.47241 -1.77620 0.23
C -0.26937 0.73226 -0.71103 -0.23
H -0.99510 -0.01240 -1.14145 0.19
H 0.62893 0.66858 -1.31758 0.18
H 0.52013 -1.63739 -0.99435 0.40
S 0.62872 -1.48578 2.59565 -0.34
N 0.09344 0.31048 0.62479 -0.60
H -0.23671 2.79705 -0.18095 0.21
C 0.44583 -0.95537 0.98432 0.28
H 1.16813 -3.12819 1.24149 0.49
N 0.53825 -1.86293 0.03306 -0.29
C -0.87853 2.10055 -0.73620 -0.61
H -1.88231 2.12237 -0.22489 0.22
O 1.06940 -3.09859 0.25208 -0.54
H 0.15423 0.97694 1.35125 0.41
```

Summary:
**HOMO**: -8.41 eV
**Energy relative to the best compared isomer or geometry (same formula, charge and spin)**: 2.255 eV
**Net charge**: 0
**E_LUMO**: 0.02241 hartree
**Structure (SMILES)**: CCNC(=S)NO

No. 2
ORCA calculation (ωB97M-V/def2-TZVPD) on 6 unconnected molecules or ions with the total composition C19H43NO13 at a distorted geometry.

```
76
Properties=species:S:1:pos:R:3:lowdin_charge:R:1
C -5.61092 -0.07082 -0.61249 -0.46
H 0.06993 7.01866 -2.42048 0.05
C 1.04127 5.24049 -4.07945 -0.10
H 0.30660 -5.56970 -3.84291 0.11
C 4.00263 -4.51867 0.63069 -0.52
C -5.13630 2.81896 -1.89269 -0.08
C 0.53729 6.26817 -1.78296 -0.12
H 3.93606 -1.10295 -6.48875 0.07
H -3.15747 1.42905 7.99816 0.07
H 0.91212 1.29915 0.17349 0.15
O 3.84898 -5.75030 1.17253 0.02
O 0.18841 -2.71719 -4.03863 0.05
C 2.93074 -5.98669 2.24194 -0.21
O 0.82997 -4.37000 -5.43314 0.03
H -0.24422 5.79517 -1.18830 0.04
H 1.77846 3.50444 4.97050 0.10
O 3.26252 -3.54385 0.81405 0.08
C -7.17775 -1.15819 0.89529 -0.05
H 2.73882 -0.84462 -7.56865 0.07
C 0.87037 4.10716 4.98511 -0.05
H -7.19788 -0.30643 1.57515 0.10
H -0.99190 -4.86697 -4.93751 0.10
C 0.88034 -3.16122 -4.99830 -0.59
H 2.84045 -7.06562 2.36790 0.12
H 1.02335 -0.20448 0.69916 0.15
H -8.23588 -1.40683 0.81382 0.09
O -0.01571 1.65135 5.49170 0.05
C 5.64408 -3.27675 -0.65366 -0.04
H -2.59188 -0.23398 8.11827 0.08
H -5.24828 2.99559 -0.82294 0.08
O 1.93551 4.24081 -1.97492 -0.40
O -5.59537 0.45142 -1.92584 0.01
O -0.62847 2.43090 7.67807 0.02
H 2.27405 -0.90435 -4.47928 0.12
C -0.05227 2.54231 6.40214 -0.42
H 6.63532 -3.49346 -1.05187 0.09
O 0.28528 3.85192 6.25324 -0.01
H 1.80708 4.86517 -4.75825 0.05
H 3.27603 0.50829 -6.59417 0.08
H -3.72334 1.35040 -1.82859 0.11
H -1.11950 1.43991 9.29627 0.13
C 1.93732 -1.01505 -5.51004 -0.16
H 5.00414 -2.88714 -1.44536 0.10
H 0.18347 3.75098 4.21739 0.09
H -6.61184 -2.01961 1.24997 0.10
H -6.03094 3.09561 -2.45053 0.08
H -0.22546 0.47870 8.17908 0.13
H 2.40697 6.01250 -2.55610 0.09
H 3.30060 -4.43371 3.74603 0.07
H -0.46841 0.25286 0.27738 0.15
C 0.00930 -5.28963 -4.85349 -0.07
C 3.38144 -5.51354 3.62147 -0.07
O -4.68691 0.02545 0.19000 0.09
H 0.97064 5.17921 4.81556 0.10
C 1.50419 5.40261 -2.58961 -0.70
H 0.21836 0.85273 1.63179 0.15
H 5.80707 -2.56330 0.15412 0.10
C -0.97248 1.27086 8.22955 -0.29
O 5.15759 -4.49604 -0.09539 -0.02
H 1.12717 6.75796 -1.00820 0.05
H 1.96108 -5.60098 1.92717 0.12
H -0.09881 -6.17858 -5.47492 0.10
H 4.42714 -5.75369 3.81365 0.08
O 1.72404 -2.43565 -5.70262 0.03
H 2.82085 -5.85939 4.48993 0.08
C -4.69996 1.44532 -2.30327 -0.27
H 0.97827 -0.50590 -5.60543 0.12
H -4.45075 3.60185 -2.21704 0.08
O -6.81978 -0.66246 -0.38450 -0.02
C 3.00149 -0.54579 -6.55386 -0.05
H 0.77107 6.22798 -4.45355 0.04
N 0.39794 0.58818 0.67374 0.35
H 0.18058 4.59091 -4.23870 0.05
H -2.47608 0.77929 6.65950 0.07
C -2.33906 0.75676 7.74062 -0.06
H -4.51874 1.43430 -3.37804 0.13
```

Summary:
**HOMO**: -4.78 eV
**Energy relative to the best compared isomer or geometry (same formula, charge and spin)**: 6.355 eV
**Net charge**: 0
**E_LUMO**: -0.04601 hartree

No. 3
ORCA calculation (ωB97M-V/def2-TZVPD) on a single C15H20N2O3 molecule.

```
40
Properties=species:S:1:pos:R:3:nbo_charge:R:1
C 1.28884 1.14779 -0.68518 -0.17
C -4.27172 -1.00515 0.07251 -0.40
C 0.67270 2.19042 -1.58452 -0.40
H 0.59742 3.19239 1.21264 0.27
H -1.32058 2.99521 -1.89057 0.24
C -4.13236 -2.52078 0.15233 -0.61
N 2.16526 0.51678 1.41072 -0.55
C -1.97299 -0.33832 0.94760 -0.08
C 1.69348 1.47982 0.58773 0.32
C 2.26694 -0.84392 1.12776 0.64
H -3.77775 0.77739 1.18038 0.22
H -4.43890 -2.88011 1.13225 0.20
O 2.67253 -1.60332 1.98359 -0.61
C -1.35220 1.58274 -0.28391 0.82
H 1.26580 0.09409 -3.22069 0.22
H 2.19066 3.56318 0.54123 0.23
H -1.45901 0.17345 1.76793 0.20
H -3.70659 -0.70731 2.13608 0.21
H 2.05385 2.87806 2.16109 0.22
N 1.96345 -3.62557 -0.91140 -0.31
O -1.45456 2.29465 0.68252 -0.62
H -5.32610 -0.73982 0.17489 0.20
C -0.86341 2.03754 -1.64361 -0.50
H -3.10631 -2.83293 -0.02349 0.20
H -3.93548 -0.65792 -0.90671 0.20
H -1.15442 1.29544 -2.38376 0.23
C 1.85061 -1.16584 -0.22056 -0.33
H -4.76099 -2.99452 -0.59777 0.21
H 2.45678 0.77014 2.34852 0.42
C 1.92062 -2.52300 -0.59661 0.28
C 1.63405 2.85996 1.15814 -0.67
C 0.95892 -0.62842 -2.46819 -0.66
H 1.38118 -1.59877 -2.71770 0.25
C 1.38469 -0.20821 -1.09768 0.18
H -1.61986 -1.36817 0.87818 0.20
H 0.90978 3.18122 -1.20404 0.22
H 1.07716 2.11739 -2.59476 0.22
O -1.59084 0.27418 -0.28628 -0.52
H -0.12639 -0.71864 -2.50002 0.24
C -3.48297 -0.27420 1.15996 -0.42
```

Summary:
**HOMO**: -8.55 eV
**Energy relative to the best compared isomer or geometry (same formula, charge and spin)**: 0.621 eV
**Net charge**: 0
**E_LUMO**: 0.00346 hartree
**Structure (SMILES)**: CCCCOC(=O)CCc1c(C)[nH]c(=O)c(C#N)c1C